No. 1
DFT (ωB97M-V/def2-TZVPD) results for a cluster of 12 separate species, C22H68N14O12 in total in a non-equilibrium geometry.

Geometry as XYZ:
```
116
Properties=species:S:1:pos:R:3:forces:R:3:lowdin_charge:R:1
N -2.9189 -0.9698 2.9790 -0.35 1.81 0.98 0.188
C -4.0885 -0.3249 2.6842 0.13 -0.92 -0.55 -0.641
N -4.2900 0.9044 3.2497 0.47 -0.39 0.32 0.167
O -4.9710 -0.8179 1.9769 -0.11 -0.07 -0.60 -0.029
H -2.5189 -1.6430 2.3840 -0.16 -1.13 -1.09 0.047
H -2.1965 -0.3292 3.2836 -0.01 -0.15 0.37 0.045
H -4.9431 1.4674 2.7562 -0.49 0.27 -0.10 0.089
H -3.4846 1.3544 3.6394 0.31 0.24 0.10 0.051
N -4.3213 0.4389 -1.0263 0.52 1.39 -1.13 0.180
C -4.2236 -0.7441 -1.6635 -1.11 -1.67 -1.25 -0.622
N -4.7181 -1.8273 -0.9081 0.96 1.06 0.75 0.141
O -3.8641 -0.8727 -2.8604 -0.28 0.45 2.38 -0.020
H -4.2738 1.2984 -1.5844 0.08 -0.88 0.32 0.126
H -4.7676 0.5181 -0.1431 -0.28 -0.25 0.72 0.074
H -4.8578 -1.6281 0.1221 0.25 -0.48 -1.26 0.083
H -4.3178 -2.7338 -1.1451 -0.42 0.40 0.02 0.099
N -0.6839 0.4183 -3.3990 1.89 -0.43 -2.24 0.174
C 0.4056 -0.4344 -3.6166 -1.30 0.82 0.71 -0.640
N 0.3966 -1.0718 -4.7908 1.48 -0.62 0.05 0.195
O 1.2898 -0.5867 -2.7672 -0.07 -0.08 0.21 -0.018
H -1.3742 0.3856 -4.1211 -0.59 -0.13 0.03 0.073
H -0.9972 0.4820 -2.4879 -0.64 0.17 1.99 0.046
H -0.3473 -1.0564 -5.4502 -0.68 0.07 0.06 0.083
H 1.0766 -1.8250 -4.8672 -0.01 0.11 -0.45 0.068
N 1.4404 -4.1170 -3.1546 -0.39 0.12 -0.57 0.178
C 2.2385 -4.1537 -4.2636 -2.42 1.56 -1.72 -0.626
N 3.4477 -4.7595 -4.1511 0.23 -0.63 0.07 0.158
O 1.8415 -3.6327 -5.3477 1.00 -0.67 2.02 -0.041
H 1.7381 -4.4363 -2.2656 0.55 -0.11 0.68 0.074
H 0.5667 -3.5885 -3.1489 0.81 -0.33 -0.45 0.083
H 3.8720 -4.8500 -5.0552 0.16 0.02 -0.28 0.100
H 3.4358 -5.6414 -3.6588 0.21 0.19 0.35 0.107
N -1.1740 1.2844 6.2752 -0.88 -0.46 0.81 0.182
C -0.8628 1.5805 5.0006 -0.39 0.03 -0.84 -0.683
N 0.1603 2.4072 4.8258 1.56 0.96 0.37 0.207
O -1.5216 1.1187 4.0764 -0.03 0.31 -0.43 -0.015
H -2.1575 1.2757 6.4752 -0.13 -0.43 0.02 0.116
H -0.6044 1.5971 7.0152 0.59 0.46 0.71 0.087
H 0.5613 2.6449 3.9361 -0.47 -0.11 -0.48 0.073
H 0.5405 2.9272 5.6000 -0.08 -0.19 -0.02 0.116
N 4.8601 -1.8000 -1.2248 -0.08 0.90 0.27 0.169
C 4.3030 -2.7708 -0.4561 0.90 1.74 -0.87 -0.752
N 3.7861 -2.3579 0.7033 -0.14 -0.45 0.65 0.168
O 4.3301 -3.9154 -0.7950 -0.09 -2.80 -0.51 0.033
H 5.2954 -2.1253 -2.0653 -0.07 0.33 -0.24 0.101
H 4.7471 -0.8181 -0.9782 0.22 -0.51 -0.49 0.099
H 3.4549 -3.1294 1.2440 -0.48 0.29 0.68 0.100
H 3.5568 -1.4041 0.8407 -0.37 0.59 0.57 0.080
N 0.8151 -2.4961 -0.3041 -0.07 -0.17 1.88 0.162
C -0.4916 -2.1800 0.1822 1.86 -1.18 -1.22 -0.601
N -1.3460 -1.9500 -0.8564 -0.83 0.38 0.58 0.198
O -0.8032 -2.2619 1.3565 -0.26 0.21 0.14 0.026
H 1.2692 -1.9073 -0.9715 -0.54 0.67 -1.16 0.045
H 1.5443 -2.6122 0.4164 -1.12 -0.10 0.00 0.063
H -1.0817 -2.3088 -1.7435 0.32 -0.01 -0.63 0.078
H -2.3479 -1.9780 -0.6962 0.44 0.14 0.33 0.072
C 1.2914 -1.1684 5.1029 -0.24 1.73 -0.64 -0.058
C 2.1063 -2.0981 4.2149 0.25 -0.34 0.62 -0.499
C 2.1011 -3.5485 4.6428 -0.15 -1.82 0.13 -0.070
O 1.5804 -2.0245 2.9013 1.44 0.35 -0.57 -0.091
H 0.2005 -1.3550 5.1726 0.59 -0.49 -0.23 0.091
H 1.3621 -0.1724 4.5965 -0.12 -0.56 0.41 0.071
H 1.6473 -0.9938 6.1109 0.34 -0.38 0.24 0.072
H 3.1913 -1.8012 4.1667 -1.13 0.28 -0.10 0.149
H 2.9272 -4.1381 4.1462 -0.97 0.63 0.31 0.090
H 1.1215 -3.9540 4.3183 0.51 -0.10 0.05 0.086
H 2.1532 -3.8174 5.7225 0.17 0.78 -0.52 0.083
H 0.6466 -2.2247 2.8412 -0.61 -0.14 0.11 0.053
C -1.9223 5.6397 2.4084 -0.01 -0.47 1.07 -0.053
C -1.5758 4.1958 2.0806 1.05 -0.22 0.74 -0.471
C -2.0494 3.6606 0.7417 0.01 0.41 -0.44 -0.045
O -0.1306 4.0426 2.1871 -0.54 -0.19 0.21 -0.091
H -1.4329 6.2405 1.6844 0.43 0.87 -0.77 0.059
H -1.4871 5.9168 3.4183 -0.79 -0.34 -1.11 0.102
H -3.0014 5.8278 2.3344 0.23 0.00 0.29 0.083
H -1.9134 3.5586 2.8999 -0.24 -0.17 -0.15 0.113
H -3.1338 3.4628 0.7247 0.37 -0.02 0.10 0.075
H -1.4827 2.7377 0.5250 -0.42 0.35 -0.01 0.073
H -1.8539 4.4179 -0.0534 -0.01 -0.53 0.38 0.089
H 0.3242 4.4678 1.4528 0.16 0.17 -0.16 0.051
C -2.6001 -3.9972 -4.6815 0.91 -2.13 0.02 -0.073
C -2.6443 -2.9067 -5.6791 0.67 1.79 0.01 -0.510
C -3.9189 -2.8216 -6.5074 -0.64 0.72 0.19 -0.049
O -2.5089 -1.6564 -4.9729 -0.13 -0.06 0.08 -0.128
H -3.5036 -3.9763 -4.0607 0.09 -0.49 -0.10 0.080
H -1.6963 -3.8702 -4.0154 -0.91 -0.10 -0.72 0.078
H -2.4257 -4.9731 -5.2811 -0.68 1.18 1.38 0.119
H -1.6977 -3.0333 -6.2234 -0.42 0.38 -0.57 0.134
H -4.7292 -2.6676 -5.7674 0.09 -0.59 -0.39 0.089
H -4.1053 -3.6432 -7.1801 -0.12 -0.71 0.18 0.068
H -4.0536 -1.9388 -7.1557 0.87 -0.06 0.36 0.081
H -3.0953 -1.6401 -4.1741 0.43 0.07 -0.76 0.030
C 1.6481 4.9883 -1.4541 -1.03 0.34 -1.06 -0.053
C 2.8113 4.6306 -0.6639 0.14 -1.43 1.24 -0.540
C 4.0436 5.3619 -0.9657 0.72 1.71 -0.08 -0.053
O 2.3562 4.8183 0.6936 1.13 0.31 0.54 -0.072
H 0.8054 4.4297 -1.0584 -0.32 -0.02 -0.29 0.079
H 1.7816 4.8129 -2.5072 -0.02 -0.47 -0.49 0.093
H 1.4725 6.0387 -1.3737 -0.41 0.87 0.28 0.084
H 3.0363 3.5829 -0.8890 -0.13 -0.34 0.69 0.128
H 4.3627 5.0136 -1.9406 0.73 -0.06 0.02 0.094
H 4.8054 5.3389 -0.1691 -0.01 -0.66 -0.51 0.095
H 3.8449 6.4277 -1.0746 -0.17 0.27 -0.09 0.086
H 3.1191 5.1347 1.2193 -0.72 -0.40 -0.29 0.105
C 0.6620 0.7599 1.0405 1.75 -1.32 -0.12 -0.031
C 1.9014 1.5802 0.6731 -0.50 -0.24 0.35 -0.489
C 2.7790 1.7745 1.8887 1.48 1.70 -0.30 -0.048
O 2.6448 1.0020 -0.3983 1.01 0.41 0.97 -0.043
H 0.0422 0.7556 0.1698 -1.00 0.09 -0.38 0.062
H 0.1862 1.1233 1.9498 -0.26 0.00 -0.21 0.069
H 0.9958 -0.3046 1.1744 -0.37 0.99 0.25 0.067
H 1.5349 2.5983 0.4662 0.28 -0.26 -0.57 0.097
H 3.1046 0.8999 2.4549 -0.07 -0.24 -0.38 0.071
H 2.1043 2.3509 2.5213 0.37 0.20 0.42 0.047
H 3.7088 2.4583 1.6545 -1.73 -1.37 0.41 0.116
H 2.1333 0.6320 -1.1088 -0.99 -0.24 -0.62 0.038
```
Positions in Å, forces in eV/Å.

Computed properties:
SMILES: NC(N)=O.NC(N)=O.NC(N)=O.NC(N)=O.NC(N)=O.NC(N)=O.NC(N)=O.CC(C)O.CC(C)O.CC(C)O.CC(C)O.CC(C)O
Total charge: 0


No. 2
DFT (ωB97M-V/def2-TZVPD) results for an isolated molecule of C3H2N4O in a non-equilibrium geometry.

Geometry as XYZ:
```
10
Properties=species:S:1:pos:R:3:forces:R:3:lowdin_charge:R:1
C -0.7260 -1.3605 -0.8301 1.63 -1.08 -0.40 -0.063
N -1.7867 -0.4448 -1.1094 1.41 -1.06 2.36 0.091
C -1.5335 0.5476 -0.3210 -0.01 2.37 0.74 -0.158
N -0.3169 0.4549 0.4076 -0.53 0.46 -1.97 -0.033
N 0.6957 1.3690 0.6733 2.57 -0.51 -0.01 0.105
N 1.8638 0.7176 0.6756 -6.95 1.69 0.28 0.094
O 1.4801 -0.5574 0.4717 2.68 -4.69 -1.45 -0.024
C 0.2105 -0.7256 -0.0249 -0.10 1.46 1.15 -0.252
H -0.6389 -2.4279 -1.1632 -0.40 1.60 -0.02 0.118
H -2.0992 1.4417 -0.0833 -0.30 -0.24 -0.69 0.122
```
Positions in Å, forces in eV/Å.

Computed properties:
SMILES: c1ncn2nnoc12
Total charge: 0


No. 3
DFT (ωB97M-V/def2-TZVPD) results for an isolated molecule of C6H9N3 in a non-equilibrium geometry.

Geometry as XYZ:
```
18
Properties=species:S:1:pos:R:3:forces:R:3:lowdin_charge:R:1
C -1.4623 -1.2661 0.8090 0.18 -0.11 0.04 -0.059
C -2.3816 -0.7020 -0.2377 -2.15 -2.93 0.53 -0.241
N -2.1718 -0.4100 -1.4551 -1.38 0.08 -0.37 0.029
N -0.9577 0.0723 -1.6585 1.07 0.19 0.43 0.101
C -0.6516 0.8489 -0.6913 2.41 1.98 -1.26 -0.346
C -1.5593 1.3605 0.2831 -0.45 0.72 0.27 -0.228
N -2.1873 1.9327 1.0594 -0.01 0.05 0.18 0.212
C 0.7067 1.5081 -0.6716 0.33 -0.19 -0.02 -0.182
C 1.8192 0.4668 -0.5404 -0.06 0.14 0.03 -0.097
H -0.4180 -1.2848 0.5025 -0.03 0.00 0.08 0.072
H -1.7959 -2.2900 0.9962 0.00 0.06 -0.02 0.087
H -1.5565 -0.7203 1.7447 0.02 0.02 0.08 0.083
H -3.4294 -0.9137 -0.0163 0.02 0.12 0.01 0.121
H 0.8349 2.0493 -1.6130 -0.09 0.04 0.09 0.121
H 0.7598 2.2289 0.1465 -0.03 -0.02 -0.11 0.113
H 1.7534 -0.0449 0.4187 0.05 -0.07 0.05 0.070
H 2.7944 0.9425 -0.6059 0.09 0.00 0.02 0.071
H 1.7360 -0.2677 -1.3375 0.02 -0.07 -0.03 0.073
```
Positions in Å, forces in eV/Å.

Computed properties:
SMILES: C/C=N\N=C(/C#N)CC
Total charge: 0


Table of relative energy (zero: lowest compared OMol25 entry of this formula, charge and spin) (kcal per mole), in record order: 8.7, 67.0, 54.0
Table of HOMO (eV), in record order: -9.47, -9.24, -9.65